Below is a structure of composition C36H48Cl2O5SeW, with properties calculated with ωB97M-V/def2-TZVPD.

## Properties
multiplicity: 3
charge: 0
gap between HOMO and LUMO (alpha / beta): 6.604 / 7.344 eV

Each line ends with the Löwdin charge.
CARTESIAN COORDINATES (ANGSTROEM)
W 0.000 0.000 0.000  1.0652
C -6.381 -3.521 1.362  -0.0586
C -5.362 -3.468 2.516  -0.5601
C -5.795 -2.391 3.541  -0.0598
C -5.399 -4.832 3.250  -0.0743
C -3.961 -3.106 1.967  -0.1523
C -3.775 -1.870 1.322  -0.0640
C -2.513 -1.460 0.905  -0.3599
Se -2.270 0.360 0.360  1.0181
C -2.502 0.992 -1.436  -0.3633
C -3.748 1.481 -1.816  -0.0610
C -3.910 2.189 -3.023  -0.1548
C -2.776 2.352 -3.850  0.0431
C -1.491 1.876 -3.486  -0.0423
C -1.376 1.205 -2.240  -0.3081
O -0.179 0.816 -1.768  -0.3391
C -0.246 2.128 -4.385  -0.5058
C -0.581 2.903 -5.686  -0.0807
C 0.373 0.778 -4.807  -0.0374
C 0.804 2.976 -3.626  -0.0360
C -5.249 2.849 -3.427  -0.5603
C -5.722 2.304 -4.790  -0.0582
C -6.380 2.604 -2.398  -0.0780
C -5.045 4.380 -3.525  -0.0582
C -1.391 -2.267 1.132  -0.3389
O -0.180 -1.771 0.818  -0.3953
C -1.526 -3.543 1.739  -0.0580
C -2.830 -3.938 2.143  0.0518
C -0.284 -4.445 2.005  -0.5286
C -0.638 -5.783 2.704  -0.0773
C 0.720 -3.719 2.931  -0.0534
C 0.396 -4.799 0.665  -0.0481
H -7.395 -3.765 1.749  0.0886
H -6.089 -4.300 0.626  0.0953
H -6.451 -2.547 0.836  0.0811
H -6.796 -2.624 3.963  0.0879
H -5.858 -1.382 3.083  0.0789
H -5.068 -2.342 4.382  0.0941
H -6.419 -5.042 3.639  0.0890
H -4.708 -4.833 4.121  0.0903
H -5.124 -5.662 2.564  0.0909
H -4.600 -1.182 1.198  0.0989
H -4.562 1.356 -1.117  0.0876
H -2.910 2.898 -4.767  0.0902
H -1.310 2.341 -6.310  0.0876
H 0.332 3.057 -6.301  0.0891
H -0.993 3.910 -5.455  0.0833
H -0.369 0.176 -5.374  0.1070
H 0.711 0.180 -3.938  0.0081
H 1.260 0.939 -5.458  0.0990
H 0.367 3.953 -3.326  0.0916
H 1.687 3.176 -4.272  0.0932
H 1.189 2.479 -2.717  0.0740
H -5.881 1.206 -4.732  0.0944
H -4.984 2.510 -5.592  0.0819
H -6.679 2.784 -5.090  0.0879
H -6.592 1.518 -2.293  0.0891
H -7.320 3.103 -2.720  0.0883
H -6.111 3.022 -1.404  0.0872
H -4.286 4.651 -4.288  0.0815
H -4.709 4.789 -2.546  0.0938
H -5.992 4.891 -3.805  0.0871
H -2.961 -4.880 2.635  0.0802
H -1.095 -5.603 3.702  0.0886
H 0.274 -6.397 2.868  0.0898
H -1.335 -6.387 2.083  0.0905
H 0.240 -3.466 3.901  0.0927
H 1.119 -2.784 2.494  0.0584
H 1.601 -4.366 3.139  0.0901
H -0.314 -5.343 0.006  0.0956
H 1.282 -5.450 0.834  0.0897
H 0.751 -3.901 0.123  0.0826
Cl 1.648 0.205 1.736  0.7720
C 0.778 1.349 2.700  -0.8375
Cl -0.647 1.530 1.735  0.5739
H 1.323 2.292 2.782  0.0645
H 0.540 0.938 3.684  0.0646
O 1.610 -0.861 -3.664  -0.0219
C 2.914 -0.434 -3.669  -0.2352
C 3.640 -0.642 -4.841  -0.0099
C 4.970 -0.232 -4.914  -0.0778
C 5.568 0.384 -3.816  -0.0917
C 4.835 0.589 -2.644  -0.0111
C 3.492 0.183 -2.549  -0.0518
C 2.707 0.408 -1.279  -0.5147
O 3.292 0.974 -0.306  -0.0664
O 1.497 0.000 -1.298  -0.2803
H 1.267 -0.629 -2.756  0.0774
H 3.162 -1.122 -5.688  0.1207
H 5.537 -0.393 -5.826  0.1021
H 6.604 0.706 -3.864  0.0966
H 5.303 1.070 -1.786  0.1157
H -0.660 -1.143 -1.143  0.0892

Below is a structure of composition C20H27IInN6O3SSi, with properties calculated with ωB97M-V/def2-TZVPD.

## Properties
ΔE to the lowest compared entry with this formula, charge and spin: 0.295 eV
charge: +1
gap between HOMO and LUMO: 7.869 eV

Each line ends with the Löwdin charge.
CARTESIAN COORDINATES (ANGSTROEM)
In -0.006 -0.270 0.279  0.8395
N -4.126 -2.610 5.789  0.1272
C -3.653 -2.564 4.507  -0.3089
C -4.531 -2.395 3.424  -0.0120
C -4.049 -2.315 2.138  -0.0566
C -2.676 -2.388 1.914  -0.2936
C -1.790 -2.561 2.970  -0.0592
C -2.275 -2.649 4.256  -0.0219
S -2.076 -2.270 0.273  0.6556
O -0.609 -2.528 0.306  -0.3975
O -2.817 -3.091 -0.625  -0.2475
N -2.027 -0.711 -0.181  -0.1751
C -2.790 0.377 0.105  -0.4688
N -4.108 0.329 0.275  0.1533
C -4.718 1.492 0.474  -0.0980
C -4.043 2.703 0.503  -0.0383
C -2.668 2.643 0.360  -0.1003
N -2.033 1.493 0.173  0.0860
H -5.107 -2.762 5.943  0.1017
H -3.508 -2.939 6.509  0.1014
H -5.596 -2.334 3.614  0.1174
H -4.721 -2.202 1.300  0.1141
H -0.726 -2.633 2.786  0.0961
H -1.594 -2.783 5.088  0.1058
H -5.792 1.438 0.619  0.1184
H -4.560 3.639 0.649  0.1062
H -2.051 3.532 0.413  0.1213
C 1.032 -1.080 6.107  -0.1742
Si 0.350 0.513 5.370  0.4592
C -1.415 0.844 5.934  -0.1725
C 1.468 1.984 5.708  -0.1845
C 0.301 0.307 3.516  -0.1863
C 0.269 0.175 2.312  -0.1614
H 0.856 -1.101 7.184  0.0346
H 2.108 -1.166 5.944  0.0319
H 0.562 -1.962 5.668  0.0107
H -1.516 0.703 7.012  0.0335
H -2.128 0.182 5.439  0.0153
H -1.702 1.873 5.707  0.0329
H 1.556 2.164 6.782  0.0341
H 1.072 2.890 5.246  0.0326
H 2.470 1.815 5.312  0.0320
N 4.361 -0.870 -0.585  0.2038
C 3.073 -1.130 -0.361  -0.6359
O 2.257 -0.190 -0.302  -0.0728
C 2.703 -2.580 -0.220  -0.5228
I 2.861 -3.037 1.869  0.9095
H 4.668 0.088 -0.613  0.1356
H 5.056 -1.596 -0.597  0.1241
H 3.376 -3.248 -0.745  0.0587
H 1.673 -2.764 -0.504  0.0303
C 0.985 0.396 -5.233  -0.0740
C -0.332 -0.037 -4.563  -0.1792
C -0.118 -0.204 -3.142  -0.0994
N 0.123 -0.317 -2.029  0.2027
H 0.811 0.611 -6.285  0.0836
H 1.733 -0.391 -5.156  0.0832
H 1.381 1.291 -4.755  0.0837
H -0.698 -0.974 -4.984  0.1325
H -1.107 0.716 -4.713  0.1320

Below is the molecule C4H5N3O, with properties calculated with ωB97M-V/def2-TZVPD.

## Properties
SMILES string: [H]/N=C1\NN=C[C@H]2O[C@H]12
ΔE to the lowest compared entry with this formula, charge and spin: 8.027 eV
charge: 0
gap between HOMO and LUMO: 9.603 eV

Each line ends with the Löwdin charge.
CARTESIAN COORDINATES (ANGSTROEM)
C 1.227 -0.294 0.019  -0.2897
C -1.569 0.868 0.083  -0.1014
C -1.046 -0.310 0.482  -0.2873
C -0.016 -1.006 -0.468  -0.0694
H 3.202 0.093 0.473  0.0635
H 1.434 1.610 -0.296  0.1119
H -2.459 1.172 -0.254  0.0817
H -0.692 -0.199 1.581  0.1920
H -0.274 -0.466 -1.402  0.1509
N 2.478 -0.516 0.108  0.1560
N 0.618 1.131 -0.036  -0.0395
N -0.526 1.667 -0.148  0.0416
O -1.347 -1.716 -0.034  -0.0104

Below is a cluster of 2 separate species, C4H12NO in total, with properties calculated with ωB97M-V/def2-TZVPD.

## Properties
multiplicity: 2
ΔE to the lowest compared entry with this formula, charge and spin: 3.241 eV
charge: +2
gap between HOMO and LUMO (alpha / beta): 8.507 / 7.256 eV

Each line ends with the Löwdin charge.
CARTESIAN COORDINATES (ANGSTROEM)
O -3.071 -0.227 1.008  0.0667
C -1.801 -0.801 1.018  -0.2151
C -1.320 -0.486 -0.369  0.1290
N 2.313 -0.162 -0.635  0.2806
C 3.185 0.430 0.307  -0.0123
C -1.334 0.848 -0.867  -0.0119
H -3.730 -0.777 0.552  0.1540
H -1.338 -0.157 1.765  0.1535
H -1.802 -1.862 1.233  0.1483
H -1.650 -1.255 -1.081  0.1619
H 2.811 -0.845 -1.218  0.1768
H 1.369 -0.428 -0.367  0.1254
H 3.851 -0.274 0.813  0.1561
H 3.805 1.184 -0.207  0.1571
H 2.616 0.934 1.081  0.1133
H -1.752 0.981 -1.865  0.1335
H -0.364 1.365 -1.029  0.1427
H -1.786 1.532 -0.138  0.1402

Below is a structure of composition C4H24AgB2N8O4, with properties calculated with ωB97M-V/def2-TZVPD.

## Properties
multiplicity: 2
ΔE to the lowest compared entry with this formula, charge and spin: 11.056 eV
charge: 0
gap between HOMO and LUMO (alpha / beta): 7.529 / 2.368 eV

Each line ends with the Löwdin charge.
CARTESIAN COORDINATES (ANGSTROEM)
Ag 22.035 -1.879 23.541  0.9276
B 20.365 -2.467 19.978  -0.2903
H 20.333 -3.085 20.862  -0.0848
H 19.866 -1.527 20.158  -0.0367
H 21.403 -2.265 19.761  -0.0601
H 19.874 -2.967 19.158  -0.0486
B 20.628 1.608 24.884  -0.2507
H 19.900 2.359 25.150  0.0178
H 21.486 1.743 25.524  -0.0558
H 20.158 0.654 25.070  -0.0811
H 20.823 1.732 23.830  -0.0404
C 25.826 -6.484 24.586  -0.7774
O 24.979 -5.770 23.977  -0.0169
N 27.120 -6.268 24.599  0.1558
N 25.451 -7.427 25.342  0.1634
H 27.441 -5.368 24.272  0.1166
H 27.858 -6.947 24.715  0.1102
H 24.462 -7.585 25.216  0.1308
H 26.135 -8.169 25.298  0.1188
C 17.860 -5.557 26.879  -0.8498
O 18.688 -4.997 26.224  0.0703
N 16.983 -5.066 27.616  0.1569
N 17.655 -6.820 27.041  0.1381
H 16.343 -5.749 27.997  0.1133
H 16.872 -4.092 27.860  0.1380
H 18.215 -7.436 26.469  0.1243
H 16.714 -7.088 27.291  0.1091
C 26.094 0.853 20.017  -0.7538
O 25.558 0.470 21.082  -0.0057
N 27.388 1.094 19.871  0.1308
N 25.537 1.260 18.943  0.1588
H 27.795 1.159 18.949  0.1083
H 27.833 1.133 20.777  0.1178
H 26.139 1.741 18.290  0.1131
H 24.538 1.408 18.921  0.1317
C 25.554 -1.954 28.929  -0.7658
O 24.854 -1.756 27.901  -0.0097
N 25.778 -1.081 29.846  0.1440
N 26.391 -2.906 29.132  0.1559
H 26.520 -1.134 30.529  0.1139
H 25.397 -0.181 29.592  0.1277
H 26.587 -3.631 28.456  0.1267
H 26.971 -2.758 29.946  0.1078

Question: Look up the charge of the second one.
Answer: +1

Question: What is the formula in the third record?
Answer: C4H5N3O